Entry 1:
The following is a quantum chemistry calculation of an isolated ion of composition C5H13NOS and charge +1 at a distorted geometry, from the OMol25 dataset.

The geometry in XYZ format:
```
21
Properties=species:S:1:pos:R:3:lowdin_spin:R:1
C -0.7040 0.8783 -1.6696 0.05
C 0.5613 0.3538 -1.0247 0.07
C 0.7296 0.9437 0.3902 0.00
C -0.3077 0.4583 1.4631 0.00
S -0.0699 1.4411 2.9579 0.00
N 0.5670 -1.1098 -0.8672 0.67
C 0.4420 -2.0550 -1.9426 0.03
O -0.8497 -2.0359 -2.5895 0.11
H -1.5444 0.4281 -1.1669 0.00
H -0.6934 1.9487 -1.8075 0.01
H -0.8371 0.5603 -2.7149 0.00
H 1.5256 0.5565 -1.5010 0.03
H 0.8829 2.0237 0.3842 0.00
H 1.6941 0.5850 0.7741 0.00
H -1.3417 0.6755 1.1728 0.00
H -0.2806 -0.6044 1.6715 0.00
H 0.6021 0.5102 3.6788 0.00
H 0.2789 -1.4894 0.0113 0.02
H 0.4636 -3.0221 -1.4362 0.00
H 1.1223 -1.8798 -2.7670 0.01
H -1.5457 -1.9898 -1.8933 0.00
```

## Properties
2S+1 ... 2
F_max ... 2.53 eV/Å
LUMO (spin up / spin down) ... -3.38 / -8.43 eV
DFT total energy ... -726.13160 hartree
Total charge ... +1
HOMO-LUMO gap (spin up / spin down) ... 9.15 / 4.09 eV



Entry 2:
The following is a quantum chemistry calculation of an isolated ion of composition C5H13NP and charge +1 at a distorted geometry, from the OMol25 dataset.

The geometry in XYZ format:
```
20
Properties=species:S:1:pos:R:3:nbo_charge:R:1
C 0.1547 0.7325 0.7036 -0.77
C -3.1443 -0.2836 -0.6547 -0.61
C 3.5856 -0.5635 0.3718 -0.41
C -1.1622 0.9030 0.3548 0.21
C -1.9568 -0.3126 0.3157 -0.53
N 2.6438 0.3181 -0.1897 -0.90
P 1.2316 0.3195 -0.8177 1.31
H 0.2193 -0.2067 1.3129 0.29
H -4.0468 -0.6923 -0.2991 0.25
H -2.7923 -0.8414 -1.6103 0.23
H -3.2038 0.6515 -1.1233 0.22
H 4.5183 -0.1567 0.3627 0.23
H 3.4829 -1.6369 0.0321 0.20
H 3.2827 -0.6205 1.4283 0.19
H -1.6512 1.8666 0.2443 0.24
H 0.7378 1.6146 1.0918 0.31
H -1.1981 -1.1822 0.3236 0.24
H -2.3485 -0.5623 1.2973 0.32
H 1.1856 1.4249 -1.6403 0.00
H 0.4616 -0.7718 -1.5039 -0.02
```

## Properties
2S+1 ... 1
F_max ... 4.70 eV/Å
LUMO (spin up / spin down) ... -6.18 / -6.18 eV
DFT total energy ... -593.99916 hartree
Total charge ... +1
HOMO-LUMO gap (spin up / spin down) ... 6.51 / 6.51 eV



Entry 3:
The following is a quantum chemistry calculation of a 2-piece molecular cluster, C5H13NP overall at a distorted geometry, from the OMol25 dataset.

The geometry in XYZ format:
```
20
Properties=species:S:1:pos:R:3:nbo_charge:R:1
C -2.2497 1.2398 0.3578 0.07
C -1.7441 -1.9600 -0.8165 -0.66
C 2.3633 1.4970 -0.8386 -0.62
C -1.6117 -1.1094 0.5110 0.21
C 2.0776 0.7555 0.4290 -0.69
N -2.1370 0.0491 0.5752 -0.29
P 1.3133 -0.9094 0.0691 0.38
H -1.3455 1.8200 0.1872 0.21
H -3.0864 1.9529 0.6125 0.25
H -0.9451 -1.6455 -1.4598 0.26
H -1.8355 -3.0832 -0.6634 0.28
H -2.7672 -1.5891 -1.2593 0.26
H 2.5544 2.5076 -0.5717 0.23
H 3.2189 0.9019 -1.2014 0.22
H 1.6297 1.3024 -1.5933 0.20
H 0.0442 -0.7724 0.7215 -0.06
H -1.5467 -1.5381 1.5016 0.26
H 1.4768 1.4260 1.0399 0.22
H 3.0331 0.6660 1.0162 0.25
H 1.5575 -1.5112 1.3829 0.01
```

## Properties
2S+1 ... 1
F_max ... 4.16 eV/Å
LUMO ... -4.88 eV
DFT total energy ... -594.02292 hartree
Total charge ... +1
HOMO-LUMO gap ... 8.80 eV